No. 1
10 unconnected molecules or ions with the total composition C30H50Cl6F12N4O12 at a distorted geometry, computed with ωB97M-V/def2-TZVPD.

Computed properties:
**Orbital gap**: 9.4 eV
**Energy relative to the best compared isomer or geometry (same formula, charge and spin)**: 56.57 kcal/mol
**Strongest force on any atom**: 0.107 Eh/bohr
**LUMO level**: 0.400 eV
**Charge**: 0
**Energy**: -6254.50223 Eh
**SMILES**: CCOC(=O)C(F)(F)F.CCOC(=O)C(F)(F)F.CCOC(=O)C(F)(F)F.CCOC(=O)C(F)(F)F.ClC(Cl)Cl.ClC(Cl)Cl.CN(C)C=O.CN(C)C=O.CN(C)C=O.CN(C)C=O

Structure (XYZ):
```
114
Properties=species:S:1:pos:R:3:mulliken_charge:R:1
C 15.476 9.416 -4.118 -0.98
C 14.498 10.212 -4.947 -0.26
O 15.310 10.676 -6.068 -0.26
C 15.248 10.149 -7.325 0.02
O 14.229 9.690 -7.773 -0.53
C 16.458 10.461 -8.237 1.19
F 16.819 9.313 -8.944 -0.19
F 16.207 11.413 -9.163 -0.20
F 17.615 10.742 -7.456 -0.29
H 15.755 8.511 -4.658 0.23
H 14.891 9.118 -3.248 0.40
H 16.332 10.009 -3.797 0.29
H 14.303 11.137 -4.404 0.25
H 13.587 9.714 -5.279 0.35
C 15.162 2.028 -12.840 -0.97
C 14.525 2.807 -13.978 -0.31
O 15.103 4.166 -14.090 -0.31
C 14.626 5.104 -13.311 0.01
O 13.716 5.003 -12.550 -0.51
C 15.245 6.548 -13.542 1.21
F 15.393 7.176 -12.360 -0.18
F 16.470 6.419 -14.093 -0.26
F 14.484 7.302 -14.415 -0.28
H 16.214 1.767 -12.959 0.29
H 14.618 1.084 -12.894 0.39
H 15.009 2.476 -11.859 0.24
H 13.451 2.640 -13.903 0.34
H 14.676 2.172 -14.852 0.41
C 18.723 13.542 -15.830 -0.95
C 17.620 13.767 -14.859 -0.11
O 16.728 12.650 -14.639 -0.32
C 17.142 11.630 -13.884 0.28
O 18.177 11.665 -13.166 -0.29
C 16.119 10.477 -13.828 0.84
F 16.787 9.351 -13.881 -0.22
F 15.364 10.538 -12.717 -0.24
F 15.303 10.550 -14.827 -0.29
H 19.045 12.536 -15.561 0.22
H 19.526 14.276 -15.761 0.29
H 18.403 13.460 -16.868 0.33
H 17.014 14.493 -15.401 0.26
H 17.986 14.205 -13.930 0.30
C 19.812 12.491 -9.472 -0.87
C 21.071 12.937 -10.220 0.42
O 22.236 13.102 -9.443 -0.23
C 22.482 14.083 -8.516 0.35
O 21.798 15.112 -8.412 -0.56
C 23.791 13.930 -7.790 0.84
F 24.010 12.645 -7.580 -0.22
F 24.791 14.430 -8.537 -0.24
F 23.790 14.453 -6.586 -0.25
H 18.957 12.358 -10.135 0.30
H 19.496 13.200 -8.707 0.52
H 20.018 11.479 -9.124 0.11
H 20.816 13.931 -10.588 0.40
H 21.364 12.256 -11.019 -0.61
Cl 23.333 6.978 -8.534 -0.13
C 21.825 7.845 -8.853 0.83
Cl 22.042 9.545 -8.303 -0.11
Cl 20.570 7.091 -7.849 -0.13
H 21.472 7.790 -9.883 -0.55
Cl 23.685 12.344 -12.357 -0.10
C 22.289 12.298 -13.435 1.03
Cl 22.974 11.892 -15.065 -0.17
Cl 21.322 13.842 -13.655 -0.13
H 21.718 11.429 -13.109 -0.60
C 15.827 4.904 -9.951 -0.38
N 16.266 4.552 -8.665 0.23
C 16.810 5.648 -7.843 -0.77
C 16.316 3.228 -8.328 0.07
O 16.966 2.723 -7.384 -0.60
H 16.090 4.082 -10.616 0.22
H 16.427 5.729 -10.333 -0.28
H 14.810 5.289 -10.026 0.31
H 17.303 6.347 -8.518 0.04
H 16.082 6.167 -7.220 0.39
H 17.425 5.152 -7.092 0.34
H 15.711 2.549 -8.949 0.40
C 22.091 2.517 -9.251 -1.01
N 21.285 3.352 -10.152 0.24
C 19.853 3.300 -10.007 -0.75
C 21.938 4.144 -11.042 -0.05
O 21.415 4.972 -11.750 -0.59
H 23.148 2.776 -9.189 0.36
H 21.812 1.495 -9.509 0.32
H 21.710 2.802 -8.270 0.32
H 19.540 2.286 -10.256 0.33
H 19.535 3.519 -8.987 0.34
H 19.376 4.023 -10.669 0.05
H 23.032 4.024 -11.066 0.44
C 18.913 6.930 -12.102 -0.75
N 19.781 8.061 -12.105 0.66
C 19.269 9.168 -11.290 -0.08
C 20.984 8.017 -12.775 0.13
O 21.631 9.058 -12.955 -0.57
H 19.142 6.056 -12.711 0.51
H 17.913 7.256 -12.387 -0.01
H 18.735 6.756 -11.041 0.14
H 19.160 8.986 -10.221 0.14
H 19.969 9.993 -11.422 -0.29
H 18.321 9.530 -11.688 -0.03
H 21.202 7.021 -13.190 0.06
C 23.929 7.762 -15.659 -0.77
N 24.775 6.904 -14.885 0.11
C 26.233 7.031 -15.004 -0.97
C 24.200 5.964 -14.103 0.55
O 24.857 5.069 -13.541 -0.68
H 24.087 7.538 -16.715 0.32
H 24.331 8.756 -15.462 0.25
H 22.847 7.735 -15.534 0.25
H 26.741 6.251 -14.436 0.31
H 26.670 6.774 -15.969 0.32
H 26.549 7.986 -14.585 0.33
H 23.106 6.084 -14.114 0.00
```

No. 2
A molecular structure, C30H50ClN5PRuSSi at a distorted geometry, computed with ωB97M-V/def2-TZVPD.

Computed properties:
**Orbital gap (alpha / beta)**: 5.7 / 5.3 eV
**Energy relative to the best compared isomer or geometry (same formula, charge and spin)**: 51.62 kcal/mol
**Strongest force on any atom**: 0.030 Eh/bohr
**LUMO level (alpha / beta)**: -0.135 / -0.496 eV
**Charge**: 0
**Energy**: -3030.97399 Eh
**2S+1**: 2

Structure (XYZ):
```
90
Properties=species:S:1:pos:R:3:mulliken_charge:R:1
Ru -0.435 -0.211 -0.170 -0.27
C 2.956 -1.727 3.281 -1.58
C 1.567 -1.560 2.649 0.79
C 0.578 -1.356 3.799 -1.49
P 1.412 -0.265 1.314 2.72
C 3.146 -0.062 0.691 -0.12
C 3.217 1.102 -0.288 -1.60
C 3.738 -1.310 0.045 -1.42
C 1.110 1.285 2.184 -0.63
C 1.800 1.717 3.318 -0.17
C 1.473 2.890 3.972 0.42
C 2.202 3.340 5.205 -1.73
C 0.409 3.637 3.449 -1.08
C -0.278 3.240 2.326 -0.50
C 0.065 2.046 1.663 -0.12
N -0.606 1.602 0.529 1.47
C -1.411 2.590 -0.113 -0.79
C -0.826 3.710 -0.722 1.68
C 0.663 3.896 -0.754 -1.31
C -1.638 4.643 -1.355 -0.98
C -3.018 4.502 -1.406 0.54
C -3.879 5.506 -2.119 -1.68
C -3.574 3.387 -0.794 -1.16
C -2.798 2.433 -0.149 0.53
C -3.481 1.263 0.502 -1.13
H 2.963 -2.665 3.839 0.48
H 3.166 -0.931 3.995 0.26
H 3.770 -1.767 2.569 0.38
H 1.319 -2.484 2.112 0.40
H 0.878 -0.498 4.402 0.34
H 0.583 -2.239 4.438 0.44
H -0.444 -1.178 3.490 0.25
H 3.717 0.201 1.589 0.85
H 2.533 0.939 -1.118 -0.02
H 4.227 1.181 -0.694 0.65
H 2.966 2.049 0.191 0.21
H 3.144 -1.596 -0.820 -0.14
H 3.759 -2.175 0.705 0.29
H 4.762 -1.101 -0.272 0.55
H 2.626 1.126 3.694 0.19
H 3.031 2.673 5.434 0.34
H 1.538 3.357 6.071 0.34
H 2.604 4.347 5.086 0.38
H 0.117 4.557 3.941 0.41
H -1.093 3.842 1.947 0.50
H 1.153 2.976 -1.063 0.04
H 1.064 4.159 0.227 0.27
H 0.932 4.684 -1.454 0.50
H -1.171 5.495 -1.835 0.42
H -3.409 6.489 -2.133 0.41
H -4.852 5.601 -1.638 0.39
H -4.051 5.208 -3.154 0.29
H -4.649 3.254 -0.814 0.40
H -4.561 1.352 0.395 0.45
H -3.234 1.189 1.563 0.27
H -3.174 0.310 0.053 -0.08
C -4.330 -2.971 -2.866 -1.23
C -4.089 -2.825 -1.413 0.99
N -4.873 -3.213 -0.452 -0.91
N -4.212 -2.854 0.690 0.27
C -3.035 -2.252 0.461 -0.13
S -1.849 -1.719 1.543 -0.39
N -2.968 -2.229 -0.894 0.18
N -1.924 -1.582 -1.541 0.02
H -5.278 -3.481 -3.014 0.37
H -3.530 -3.548 -3.331 0.24
H -4.370 -1.996 -3.354 0.32
H -4.610 -3.055 1.591 0.17
H -1.096 -2.219 -1.749 0.01
H -2.263 -1.169 -2.410 0.17
C 2.891 -2.966 -3.473 -1.11
Si 1.536 -3.799 -2.463 -0.05
C 0.317 -4.463 -3.744 -1.13
C 2.236 -5.275 -1.531 -1.13
C 0.754 -2.670 -1.274 -0.07
H 3.361 -3.671 -4.162 0.38
H 3.673 -2.541 -2.846 0.36
H 2.466 -2.157 -4.071 0.27
H 0.807 -5.116 -4.471 0.38
H -0.138 -3.635 -4.292 0.24
H -0.481 -5.033 -3.264 0.26
H 2.508 -6.097 -2.195 0.32
H 1.498 -5.653 -0.821 0.32
H 3.124 -4.989 -0.966 0.29
H 0.445 -2.979 -0.279 0.36
H 0.682 -1.592 -1.505 -0.63
Cl -0.298 -0.200 -3.549 -0.21
C 0.006 0.701 -2.015 -0.27
H -0.615 1.587 -2.074 0.36
H 1.050 1.007 -2.073 0.14
```

No. 3
8 unconnected molecules or ions with the total composition C30H50N2O18 at a distorted geometry, computed with ωB97M-V/def2-TZVPD.

Computed properties:
**Orbital gap**: 10.1 eV
**Energy relative to the best compared isomer or geometry (same formula, charge and spin)**: 53.73 kcal/mol
**Strongest force on any atom**: 0.176 Eh/bohr
**LUMO level**: -0.066 eV
**Charge**: 0
**Energy**: -2636.73433 Eh
**SMILES**: C[C@H]1COC(=O)O1.C[C@H]1COC(=O)O1.C[C@H]1COC(=O)O1.C[C@H]1COC(=O)O1.COC(=O)OC.COC(=O)OC.CCCC#N.CCCC#N

Structure (XYZ):
```
100
Properties=species:S:1:pos:R:3:mulliken_charge:R:1
C 4.453 0.084 1.553 -0.36
C 5.217 1.325 1.614 1.15
C 5.224 1.842 3.065 -0.25
O 6.599 2.154 3.249 -0.27
C 7.252 1.902 2.218 0.42
O 8.427 2.216 2.095 -0.62
O 6.531 1.382 1.143 -0.45
H 4.225 -0.134 0.532 -0.07
H 3.535 0.161 2.071 -0.66
H 4.875 -0.764 2.095 0.54
H 4.902 2.078 0.911 0.00
H 4.825 1.014 3.587 0.40
H 4.566 2.760 3.098 0.20
C 1.026 -0.819 3.262 -0.90
C 1.375 0.592 3.791 0.62
C 0.346 1.185 4.826 0.01
O 1.084 1.007 5.977 -0.38
C 2.309 0.655 5.846 0.58
O 3.101 0.517 6.783 -0.64
O 2.582 0.487 4.539 -0.29
H 1.859 -1.328 2.833 0.39
H 0.258 -0.828 2.407 -0.23
H 0.628 -1.434 4.064 0.42
H 1.640 1.295 2.980 0.13
H -0.663 0.794 4.797 -0.01
H 0.283 2.219 4.669 0.34
C 5.997 -2.063 -0.712 -1.18
C 5.803 -1.538 -2.081 0.61
C 4.974 -2.406 -3.048 -0.62
O 3.775 -1.717 -3.053 -0.33
C 3.966 -0.491 -2.724 0.64
O 3.229 0.516 -2.902 -0.64
O 5.060 -0.355 -2.088 -0.23
H 6.612 -3.004 -0.762 0.41
H 4.975 -2.327 -0.355 0.31
H 6.568 -1.405 0.011 0.20
H 6.802 -1.465 -2.561 0.23
H 4.653 -3.438 -2.855 0.25
H 5.368 -2.418 -3.973 0.37
C -2.728 -0.364 3.565 -0.95
C -3.845 -1.221 3.045 0.43
C -5.196 -0.959 3.811 -0.56
O -6.053 -0.333 2.910 -0.32
C -5.535 -0.304 1.776 0.57
O -6.059 0.143 0.782 -0.61
O -4.278 -0.750 1.765 0.07
H -2.972 0.682 3.559 0.55
H -1.910 -0.306 2.889 -0.53
H -2.341 -0.647 4.535 0.60
H -3.720 -2.281 3.131 0.18
H -4.868 -0.167 4.501 0.36
H -5.530 -1.831 4.316 0.40
C -2.587 1.898 0.580 -0.59
O -1.502 1.913 -0.281 -0.12
C -0.297 1.970 0.299 0.40
O -0.126 1.880 1.738 -0.62
O 0.801 2.118 -0.525 -0.23
C 2.128 2.016 0.045 -0.85
H -2.554 0.900 1.036 0.03
H -3.667 1.878 0.167 0.31
H -2.630 2.668 1.390 0.39
H 2.312 3.026 0.393 0.48
H 2.729 1.999 -0.838 0.26
H 2.366 1.107 0.630 0.30
C -5.602 0.872 -6.192 -0.69
O -5.012 -0.018 -5.282 -0.30
C -4.610 0.403 -4.141 0.78
O -4.618 1.754 -3.816 -0.64
O -4.077 -0.561 -3.332 -0.37
C -3.226 -0.289 -2.225 0.10
H -5.984 0.189 -6.988 0.25
H -4.809 1.464 -6.629 0.31
H -6.446 1.406 -5.898 0.33
H -2.969 -1.246 -1.698 -0.30
H -3.954 0.201 -1.614 0.41
H -2.307 0.344 -2.372 -0.05
C -1.208 0.881 -5.116 -1.16
C -0.901 2.138 -4.380 -0.03
C 0.551 2.201 -3.965 0.11
C 1.178 3.397 -3.376 0.05
N 1.728 4.316 -2.909 -0.61
H -0.607 0.772 -5.933 0.63
H -2.259 0.801 -5.452 -0.01
H -0.980 0.045 -4.465 0.24
H -1.601 2.188 -3.552 0.10
H -1.074 3.092 -4.968 0.40
H 1.202 1.938 -4.833 0.33
H 0.671 1.365 -3.210 0.11
C -4.483 -3.073 -0.608 -0.85
C -3.739 -3.986 0.380 -0.28
C -2.250 -3.843 0.231 -0.54
C -1.759 -2.490 0.542 0.15
N -1.333 -1.427 0.738 -0.48
H -5.481 -3.401 -0.893 0.45
H -4.062 -3.169 -1.598 0.37
H -4.498 -2.062 -0.333 -0.04
H -4.021 -5.003 0.116 0.39
H -4.135 -3.866 1.426 0.12
H -1.895 -4.145 -0.815 0.33
H -1.658 -4.446 0.994 0.35
```

No. 4
3 unconnected molecules or ions with the total composition C30H50NO10P3S at a distorted geometry, computed with ωB97M-V/def2-TZVPD.

Computed properties:
**Orbital gap**: 5.4 eV
**Strongest force on any atom**: 0.190 Eh/bohr
**LUMO level**: -2.259 eV
**Charge**: 0
**Energy**: -3401.61617 Eh
**SMILES**: C=CCc1cc(OCCC)cc2c1N([PH2]=O)c1ccccc1S2.CCOP(=O)(OCC)OCC.CCOP(=O)(OCC)OCC

Structure (XYZ):
```
95
Properties=species:S:1:pos:R:3:mulliken_charge:R:1
C 1.262 -0.411 -1.746 -0.24
C 2.198 -0.610 -2.910 -0.27
C 2.182 0.396 -4.245 -0.80
C 1.063 1.557 -3.944 0.21
C -0.523 1.187 -4.257 -0.46
C -1.765 2.245 -4.003 0.35
O -3.114 1.787 -4.372 -0.24
C -4.080 2.894 -4.451 -0.43
C -5.539 2.218 -4.897 -0.54
C -5.948 0.931 -3.960 -0.85
C -1.410 3.713 -3.366 -0.53
C 0.184 4.069 -3.061 0.45
C 1.449 3.069 -3.342 -0.20
N 2.909 3.338 -3.082 0.26
P 3.528 2.531 -1.619 0.57
O 4.559 3.421 -0.781 -0.63
C 3.284 4.796 -3.167 0.18
C 4.857 5.132 -3.614 -0.39
C 5.331 6.704 -3.697 -0.36
C 4.372 8.014 -3.394 -0.41
C 2.807 7.673 -2.918 -0.38
C 2.340 6.090 -2.832 0.40
S 0.545 5.773 -2.325 -0.27
H 0.087 -0.406 -1.900 0.08
H 1.636 -0.197 -0.648 0.18
H 2.964 -1.511 -2.790 0.27
H 3.245 0.859 -4.418 0.26
H 1.780 -0.250 -5.145 0.36
H -0.783 0.105 -4.687 0.23
H -3.816 3.708 -5.274 0.37
H -4.266 3.390 -3.386 0.26
H -5.479 1.824 -6.016 0.30
H -6.417 3.013 -4.803 0.29
H -6.831 0.291 -4.418 0.29
H -6.316 1.325 -2.901 0.24
H -5.073 0.177 -3.750 0.20
H -2.232 4.514 -3.125 0.16
H 2.474 1.952 -0.804 0.01
H 4.317 1.385 -2.093 0.05
H 5.599 4.250 -3.839 0.26
H 6.450 6.930 -3.999 0.25
H 4.782 9.117 -3.511 0.28
H 2.025 8.524 -2.640 0.24
C 0.245 -6.218 -1.326 -0.97
C -0.777 -5.207 -1.809 -0.34
O -1.629 -4.797 -0.754 -0.28
P -1.007 -3.752 0.368 1.15
O -1.168 -2.511 -0.544 -0.62
O -2.402 -3.418 1.214 -0.35
C -2.779 -2.073 1.478 -0.15
C -3.868 -1.645 0.509 -1.29
O -0.826 -5.138 1.387 -0.46
C -1.887 -5.776 2.090 -0.12
C -2.958 -6.396 1.209 -0.95
H 0.941 -5.759 -0.617 0.29
H 0.823 -6.617 -2.164 0.41
H -0.245 -7.048 -0.805 0.19
H -0.282 -4.337 -2.257 0.23
H -1.407 -5.664 -2.577 0.32
H -1.913 -1.404 1.441 0.24
H -3.167 -2.034 2.501 0.30
H -3.581 -1.821 -0.531 0.27
H -4.102 -0.583 0.632 0.39
H -4.780 -2.226 0.680 0.34
H -2.318 -5.097 2.832 0.20
H -1.420 -6.584 2.664 0.38
H -3.550 -5.633 0.695 0.21
H -3.647 -6.995 1.812 0.42
H -2.514 -7.040 0.444 0.19
C 0.581 -3.303 6.473 -1.02
C -0.298 -2.170 5.980 -0.12
O 0.469 -1.012 5.702 -0.28
P 1.380 -1.012 4.320 1.19
O 0.173 -0.707 3.400 -0.65
O 1.878 0.577 4.337 -0.40
C 1.733 1.389 3.179 -0.04
C 0.525 2.296 3.336 -1.19
O 2.728 -1.353 5.349 -0.47
C 3.387 -0.397 6.172 -0.23
C 2.528 0.202 7.272 -0.87
H 1.256 -3.644 5.681 0.29
H -0.026 -4.154 6.795 0.42
H 1.207 -2.976 7.310 0.21
H -0.863 -2.473 5.091 0.07
H -1.018 -1.904 6.758 0.30
H 1.670 0.779 2.273 0.05
H 2.637 2.000 3.090 0.35
H -0.378 1.734 3.590 0.28
H 0.339 2.859 2.416 0.38
H 0.686 3.007 4.153 0.33
H 3.856 0.378 5.558 0.25
H 4.212 -0.936 6.651 0.37
H 1.751 0.856 6.867 0.20
H 3.141 0.803 7.950 0.40
H 2.030 -0.580 7.853 0.19
```